1.
DFT (ωB97M-V/def2-TZVPD) results for C43H34BrCl2CrN2O6P as an isolated structure in a non-equilibrium geometry.

The expectation value of S² is 3.863. The max |F| is 2.1 eV Å⁻¹. Its spin multiplicity is 4. As for the total charge: -1. The HOMO energy (spin up / spin down) is -3.40 / -3.99 eV. The calculation puts the energy relative to the best compared isomer or geometry (same formula, charge and spin) at 0.00 kJ/mol.

```
90
Properties=species:S:1:pos:R:3:forces:R:3
Br -5.4229 -4.6907 -1.1449 0.04 0.04 0.02
Cr 0.9784 0.7673 0.9048 1.27 1.37 -0.94
Cl 0.5124 -3.7554 -0.0735 0.05 -0.21 0.00
Cl 5.5687 -4.2523 -1.9411 0.02 0.05 -0.03
P -0.9838 2.5160 0.7780 0.28 -0.23 0.07
O -0.9010 -0.3710 1.7418 -0.68 -0.38 -0.29
O 1.4664 1.3763 2.9752 -0.25 -0.11 0.55
O -0.1931 -0.3834 -0.3461 -0.47 -0.51 0.39
O 4.1036 -0.4839 -0.5322 -0.14 0.06 -0.14
O 2.1877 0.6940 -0.6753 0.03 0.00 -0.36
O 3.0645 2.9411 1.1207 -0.58 0.73 -0.49
N 2.9163 -2.9411 -1.7405 0.56 0.08 0.20
N 2.9182 0.9639 4.6366 -0.01 -0.08 -0.21
C 4.1974 -4.8811 -1.0813 -0.13 -0.04 -0.05
C -3.5131 3.4467 4.5215 0.02 -0.02 -0.01
C -3.1978 3.6314 2.1474 0.07 0.02 -0.01
C -0.9900 -0.7825 0.5558 0.13 0.38 0.29
C 2.9937 -4.1503 -1.0898 0.35 -0.26 0.03
C 4.3343 -6.0895 -0.4234 -0.01 0.05 -0.02
C 1.0788 6.4802 -0.2727 1.05 0.03 0.22
C -2.0642 -1.7375 0.1586 -0.20 -0.16 -0.04
C 1.9252 -2.5220 -2.5970 -0.35 0.10 -0.43
C 3.0944 -0.2826 2.5072 -0.09 0.03 0.13
C -2.7218 2.0273 -2.8696 0.04 0.02 -0.04
C 2.4435 0.7447 3.3850 0.14 0.01 0.02
C -0.2412 4.1335 0.3226 -1.17 -0.06 -0.04
C -1.6179 2.3956 3.4711 0.10 -0.08 0.00
C 0.9750 -3.4120 -3.0899 -0.15 -0.12 -0.07
C -2.2385 -2.0420 -1.1878 0.07 0.02 0.14
C 1.9793 -0.8888 1.6665 0.02 0.03 -0.05
C -0.9474 5.2626 -0.1152 -0.42 -0.68 0.24
C 3.0387 -0.2447 -2.6676 0.09 -0.02 0.27
C -3.8715 1.3054 -2.5814 -0.06 -0.03 0.01
C 1.9482 -4.6878 -0.3397 -0.28 -0.02 0.34
C 1.7775 5.3595 0.1582 0.50 0.77 -0.06
C 0.8765 -0.7623 -3.8378 -0.06 -0.05 -0.08
C -0.1128 -1.6354 -4.2821 -0.02 0.24 -0.05
C -2.8890 -2.3181 1.1163 0.09 0.13 -0.08
C -4.0474 -3.4822 -0.6109 -0.04 -0.05 -0.01
C -4.1800 1.0005 -1.2629 -0.06 -0.04 -0.06
C -2.3559 2.6877 4.6107 -0.06 0.00 0.08
C 1.9170 -1.1828 -3.0273 -0.03 0.05 -0.07
C -0.2870 6.4306 -0.4118 -0.53 0.20 -0.14
C -1.8866 2.4466 -1.8462 -0.03 -0.04 0.07
C -3.3475 1.4188 -0.2369 0.04 0.00 0.04
C 1.8933 2.8916 0.7640 0.15 -1.17 1.31
C 2.0586 -5.9143 0.2964 0.01 -0.09 0.03
C 3.1445 0.0092 -1.1410 0.14 -0.19 -0.12
C -3.8888 -3.1981 0.7351 -0.08 -0.06 0.01
C -3.9373 3.9158 3.2833 -0.03 0.02 0.02
C -2.1973 2.1548 -0.5162 -0.04 0.13 -0.23
C -2.0271 2.8730 2.2314 -0.14 0.27 -0.04
C 1.1220 4.1856 0.4627 0.89 -0.42 -0.37
C -0.0413 -2.9671 -3.9219 -0.01 -0.18 0.03
C 3.2485 -6.6230 0.2532 -0.07 0.05 0.00
C -3.2347 -2.9182 -1.5793 -0.10 -0.07 -0.10
H 2.8831 0.7068 -3.1733 -0.06 0.05 0.02
H 3.7093 -2.3298 -1.6060 0.08 0.23 0.11
H -2.0263 2.3105 5.5720 -0.02 0.01 -0.03
H -3.5361 3.9969 1.1840 0.01 -0.03 0.03
H 0.8497 0.2808 -4.1329 -0.01 -0.02 -0.01
H 1.0277 -4.4625 -2.8161 -0.02 0.16 -0.03
H -0.7203 1.7918 3.5374 -0.03 0.03 -0.02
H -2.4665 2.2562 -3.8977 -0.01 -0.01 0.02
H -3.3781 -3.1630 -2.6238 0.01 0.00 0.02
H -3.5834 1.1544 0.7876 0.01 0.01 -0.01
H -4.5200 0.9720 -3.3833 0.02 0.00 0.03
H -1.5768 -1.5916 -1.9155 0.02 0.02 -0.01
H -2.7357 -2.0629 2.1571 0.02 0.00 -0.01
H 3.7801 0.2543 1.8414 0.04 -0.01 0.04
H -4.5359 -3.6587 1.4695 0.00 0.00 -0.01
H 1.2093 -6.2790 0.8581 0.02 -0.01 0.00
H 1.2763 -1.4482 2.2916 0.01 0.00 0.00
H 3.9951 -0.6527 -3.0108 -0.02 0.00 0.03
H 2.8577 5.3729 0.2684 -0.03 0.03 -0.04
H -2.0237 5.2080 -0.2319 -0.02 -0.01 0.00
H 1.6068 7.4026 -0.4929 0.04 -0.08 -0.03
H 3.6862 -0.9916 3.1061 -0.04 0.05 -0.03
H -4.8433 4.5063 3.2041 0.03 -0.03 0.01
H -0.9175 -1.2757 -4.9134 0.04 0.00 0.03
H 2.5391 1.7276 5.1668 0.00 0.06 0.01
H -0.9781 2.9910 -2.0771 -0.01 -0.01 0.00
H 2.3745 -1.5349 0.8854 0.04 0.02 0.03
H -5.0637 0.4172 -1.0300 0.03 0.01 -0.02
H 3.3370 -7.5743 0.7621 -0.01 0.03 -0.01
H -0.7818 -3.6738 -4.2803 0.02 0.01 0.01
H -4.0899 3.6678 5.4119 0.01 0.00 -0.01
H -0.8345 7.2999 -0.7567 -0.03 -0.03 0.00
H 5.2856 -6.6040 -0.4593 -0.04 0.02 0.00
H 3.7679 0.5257 4.9368 0.03 0.01 -0.01
```
Positions in Å, forces in eV/Å.

Here are the Löwdin charges for atoms 1 to 8, given in e: Br 0.685; Cr 0.685; Cl 0.854; Cl 0.698; P 1.144; O -0.055; O -0.047; O -0.083



2.
DFT (ωB97M-V/def2-TZVPD) results for one molecule with the formula C4H9NOS in a non-equilibrium geometry.

The max |F| is 3.8 eV Å⁻¹. The HOMO energy is -9.14 eV. The calculation puts the energy relative to the best compared isomer or geometry (same formula, charge and spin) at 101.00 kJ/mol.

```
16
Properties=species:S:1:pos:R:3:forces:R:3
S 0.2109 -2.7441 -0.1904 -0.65 -0.30 0.13
O 2.4318 1.2049 -0.8199 0.00 -0.18 0.78
N 0.2778 1.4010 -0.0408 -1.81 -2.32 0.56
C 0.5799 -1.0423 -0.5757 -0.31 0.88 -1.33
C -1.4713 -0.2256 0.8101 -1.29 2.05 -0.76
C 1.4617 1.8422 -0.4679 -0.13 1.17 -1.51
C -0.0242 0.0044 0.3727 2.56 -0.24 2.78
H 1.6835 -1.0164 -0.5971 -0.64 0.34 0.14
H 1.3846 2.9310 -0.6317 0.37 0.17 0.14
H 0.2378 -0.7519 -1.5942 0.25 -0.53 0.36
H -2.1049 -0.3591 -0.0757 0.03 -0.08 -0.10
H -1.1381 -2.6359 -0.2547 0.39 -0.20 -0.04
H -1.9973 0.6743 1.3395 1.40 -1.52 -0.59
H 0.6167 -0.1237 1.3150 -0.91 0.08 -0.86
H -0.5542 1.9623 0.0165 0.51 0.77 -0.10
H -1.5946 -1.1211 1.3943 0.21 -0.09 0.41
```
Positions in Å, forces in eV/Å.

Here are the Löwdin charges for atoms 1 to 8, given in e: S 0.729; O 0.021; N 0.053; C -0.576; C -0.095; C -0.382; C -0.423; H 0.066